Entry 1:
The following is a quantum chemistry calculation of a structure of composition C38H46N4NaOPS, from the Open Molecules 2025 dataset.

Geometry (Å):
Na -0.382 0.973 -0.019
C -2.601 2.220 3.062
C -1.658 1.358 3.901
C -2.456 0.644 4.987
P -0.615 0.355 2.732
C 0.971 0.025 3.648
C 0.953 -0.492 5.082
C 1.831 -0.878 2.769
C -1.411 -1.264 2.493
C -1.635 -2.125 3.570
C -2.116 -3.417 3.444
C -2.357 -4.291 4.642
C -2.379 -3.855 2.144
C -2.192 -3.042 1.052
C -1.715 -1.706 1.164
N -1.567 -0.906 0.091
C -1.554 -1.459 -1.189
C -0.457 -2.228 -1.633
C 0.633 -2.604 -0.673
C -0.375 -2.606 -2.966
C -1.350 -2.255 -3.896
C -1.219 -2.649 -5.341
C -2.430 -1.507 -3.445
C -2.546 -1.107 -2.119
C -3.723 -0.289 -1.673
H -3.203 2.870 3.702
H -3.290 1.590 2.493
H -2.055 2.843 2.351
H -0.921 2.022 4.374
H -3.173 -0.049 4.542
H -3.017 1.373 5.577
H -1.833 0.072 5.672
H 1.436 1.021 3.660
H 0.569 -1.510 5.134
H 0.358 0.134 5.748
H 1.971 -0.513 5.481
H 1.392 -1.876 2.694
H 2.833 -0.979 3.194
H 1.925 -0.483 1.754
H -1.417 -1.769 4.569
H -1.792 -3.934 5.505
H -2.045 -5.321 4.454
H -3.410 -4.323 4.936
H -2.752 -4.862 1.979
H -2.423 -3.421 0.063
H 0.944 -1.734 -0.087
H 1.502 -2.999 -1.203
H 0.300 -3.351 0.053
H 0.480 -3.196 -3.286
H -0.749 -3.627 -5.449
H -0.609 -1.931 -5.898
H -2.192 -2.692 -5.831
H -3.214 -1.231 -4.145
H -4.583 -0.460 -2.323
H -3.500 0.783 -1.707
H -3.994 -0.522 -0.644
N -4.297 4.940 -1.248
C -2.966 4.671 -1.235
C -2.469 3.487 -0.641
N -1.182 3.229 -0.605
C -0.349 4.129 -1.146
C -0.841 5.283 -1.718
N -2.143 5.563 -1.773
H -4.967 4.239 -0.993
H -4.610 5.733 -1.780
H -3.143 2.762 -0.197
H 0.712 3.917 -1.112
H -0.166 6.008 -2.157
O 1.642 1.078 -0.711
S 2.110 0.951 -2.133
C 3.073 -0.549 -2.178
C 3.065 -1.292 -3.347
C 3.749 -2.500 -3.380
C 4.409 -2.949 -2.248
C 4.393 -2.202 -1.077
C 3.721 -0.993 -1.034
C 3.385 2.192 -2.305
C 3.837 2.499 -3.581
C 4.805 3.478 -3.735
C 5.297 4.145 -2.621
C 4.825 3.837 -1.354
C 3.861 2.854 -1.187
H 2.503 -0.948 -4.206
H 3.745 -3.096 -4.283
H 4.928 -3.898 -2.272
H 4.894 -2.573 -0.193
H 3.666 -0.408 -0.125
H 3.432 1.981 -4.442
H 5.168 3.727 -4.723
H 6.048 4.914 -2.744
H 5.208 4.367 -0.493
H 3.465 2.602 -0.212

Orbital gap in eV: 5.911
HOMO in eV: -5.734
Energy above the lowest of the compared OMol25 structures with the same formula, charge and spin in kJ/mol: 0.0
Spin multiplicity: 1
F_max in eV/Å: 0.47

Here are the Löwdin charges for atoms 1 to 4, given in e: 0.232, -0.149, -0.553, -0.123

Entry 2:
The following is a quantum chemistry calculation of a cluster of 4 separate species, C38H46N5OPS in total in a non-equilibrium geometry, from the Open Molecules 2025 dataset.

Geometry (Å):
C 5.770 -0.188 0.122
C 4.445 -0.795 0.665
C 3.477 -1.018 -0.538
N 2.546 0.120 -0.724
C 2.260 0.241 -2.132
C 3.107 1.045 -2.866
C 2.943 1.212 -4.222
P 4.004 2.294 -5.287
C 5.145 3.113 -4.056
C 2.828 3.694 -5.678
C 1.904 0.559 -4.862
C 1.065 -0.224 -4.117
C 1.201 -0.404 -2.752
N 0.298 -1.232 -2.032
C -1.062 -0.908 -2.296
C -1.962 -0.714 -1.275
O -1.586 -0.828 0.049
C -1.120 0.401 0.618
C -1.674 0.628 2.033
C -3.274 -0.408 -1.564
C -3.731 -0.281 -2.847
C -5.164 0.100 -3.211
C -5.981 0.563 -2.013
C -6.683 -0.399 -1.310
C -7.453 0.003 -0.232
C -7.489 1.340 0.090
C -6.797 2.301 -0.603
C -6.025 1.897 -1.681
C -2.836 -0.502 -3.886
C -1.538 -0.806 -3.588
S -0.319 -1.076 -4.867
H 6.511 -0.986 0.020
H 6.152 0.554 0.831
H 5.612 0.306 -0.843
H 3.936 -0.085 1.324
H 4.652 -1.755 1.143
H 4.102 -1.097 -1.428
H 2.942 -1.969 -0.388
H 1.694 -0.037 -0.200
H 3.914 1.570 -2.364
H 6.000 2.469 -3.847
H 5.454 4.052 -4.523
H 4.581 3.360 -3.149
H 3.355 4.624 -5.897
H 2.134 3.410 -6.472
H 2.200 3.819 -4.783
H 1.705 0.628 -5.929
H 0.451 -1.133 -1.035
H -1.418 1.229 -0.034
H -0.022 0.424 0.706
H -0.943 0.418 2.820
H -2.572 0.038 2.242
H -1.945 1.685 2.133
H -3.953 -0.258 -0.726
H -5.069 0.972 -3.876
H -5.671 -0.674 -3.795
H -6.614 -1.429 -1.649
H -8.021 -0.757 0.298
H -8.113 1.636 0.932
H -6.895 3.340 -0.308
H -5.467 2.617 -2.276
H -3.140 -0.432 -4.927
N -1.702 -2.352 4.460
C -1.931 -3.551 5.078
C -2.071 -3.314 6.420
C -1.926 -1.915 6.619
C -1.702 -1.349 5.392
H -1.557 -2.227 3.475
H -1.973 -4.466 4.512
H -2.258 -4.059 7.174
H -1.982 -1.385 7.556
H -1.542 -0.325 5.101
N 6.185 -1.840 -3.449
C 5.663 -3.047 -3.827
C 6.698 -3.841 -4.243
C 7.893 -3.084 -4.107
C 7.544 -1.856 -3.612
H 5.652 -1.062 -3.105
H 4.604 -3.235 -3.768
H 6.610 -4.852 -4.605
H 8.894 -3.406 -4.344
H 8.141 -0.995 -3.364
N -2.010 1.291 9.393
C -2.791 1.512 10.495
C -4.044 1.852 10.060
C -4.020 1.831 8.639
C -2.753 1.479 8.259
H -1.041 1.031 9.413
H -2.389 1.410 11.488
H -4.886 2.088 10.690
H -4.839 2.048 7.974
H -2.316 1.347 7.284

Structure (SMILES): CCCNc1cc(P(C)C)cc2c1Nc1c(OCC)cc(Cc3ccccc3)cc1S2.c1cc[nH]c1.c1cc[nH]c1.c1cc[nH]c1
Orbital gap in eV: 8.319
HOMO in eV: -7.948
Spin multiplicity: 1
F_max in eV/Å: 1.83

Here are the Löwdin charges for atoms 1 to 4, given in e: -0.103, -0.214, -0.212, 0.022

Entry 3:
The following is a quantum chemistry calculation of a structure of composition C38H46P2ReSi in a non-equilibrium geometry, from the Open Molecules 2025 dataset.

Geometry (Å):
Re -1.354 0.941 -3.883
C -2.537 0.882 -5.347
C -1.985 -0.453 -5.146
C -0.810 -0.944 -6.053
C 0.321 0.097 -6.069
C 0.411 0.956 -4.827
C -0.097 2.326 -4.619
C -0.902 2.997 -5.681
C -1.934 1.938 -6.264
C 0.842 0.229 -0.978
H -3.648 0.941 -5.202
H -2.653 -1.283 -4.812
H -1.239 -1.106 -7.068
H -0.424 -1.932 -5.737
H 1.277 -0.457 -6.122
H 0.293 0.650 -7.028
H 1.416 0.845 -4.382
H 0.560 2.962 -4.036
H -0.307 3.529 -6.464
H -1.428 3.856 -5.198
H -2.785 2.542 -6.588
H -1.508 1.468 -7.149
H 0.313 1.233 -0.722
H 1.906 0.401 -0.642
H 0.561 -0.495 -0.181
P -0.902 -1.414 -1.956
P 2.431 -0.391 -2.345
C 0.320 -2.128 -3.036
C 1.496 -1.492 -3.380
C -2.212 -2.718 -1.916
C -2.707 -3.477 -3.001
C -3.773 -4.357 -2.783
C -4.362 -4.496 -1.525
C -3.884 -3.738 -0.470
C -2.822 -2.867 -0.643
C -3.077 0.841 -2.564
C -2.739 2.206 -2.598
C -3.716 3.170 -2.272
C -5.041 2.690 -2.224
C -5.315 1.340 -2.441
C -4.365 0.377 -2.599
C 3.753 -1.365 -1.582
C 3.404 -2.652 -1.096
C 4.351 -3.426 -0.449
C 5.646 -2.916 -0.292
C 5.992 -1.620 -0.743
C 5.039 -0.829 -1.381
C 3.168 1.185 -2.987
C 2.677 2.380 -2.441
C 3.117 3.614 -2.914
C 4.035 3.702 -3.962
C 4.525 2.515 -4.520
C 4.109 1.275 -4.029
H 0.005 -3.080 -3.488
H 2.042 -1.892 -4.246
H -2.278 -3.391 -3.999
H -4.159 -4.937 -3.611
H -5.188 -5.201 -1.374
H -4.349 -3.817 0.513
H -2.467 -2.289 0.210
H -1.587 2.483 -2.602
H -3.391 4.165 -1.883
H -5.841 3.414 -2.051
H -6.356 1.028 -2.513
H -4.526 -0.692 -2.716
H 2.368 -3.003 -1.226
H 4.058 -4.414 -0.071
H 6.388 -3.536 0.189
H 7.000 -1.237 -0.582
H 5.259 0.215 -1.701
H 1.958 2.373 -1.635
H 2.752 4.519 -2.447
H 4.370 4.689 -4.327
H 5.240 2.592 -5.340
H 4.519 0.364 -4.475
C -3.744 0.443 0.465
Si -1.925 0.764 0.383
C -1.547 2.592 0.667
C -1.052 -0.430 1.616
H -4.315 1.272 0.039
H -3.918 0.351 1.542
H -3.996 -0.481 -0.060
H -2.266 2.858 1.459
H -0.520 2.758 1.025
H -1.742 3.189 -0.237
H -1.752 -0.452 2.460
H -0.904 -1.434 1.193
H -0.095 0.020 1.916

Orbital gap (spin up / spin down) in eV: 4.526 / 5.399
HOMO (spin up / spin down) in eV: -11.740 / -12.753
Total charge: +2
Energy above the lowest of the compared OMol25 structures with the same formula, charge and spin in kJ/mol: 490.9
Spin multiplicity: 4
F_max in eV/Å: 8.77

Here are the Löwdin charges for atoms 1 to 4, given in e: 1.338, -0.375, -0.340, -0.185

Entry 4:
The following is a quantum chemistry calculation of a cluster of 2 separate species, C38H47BClN8O9PS in total in a non-equilibrium geometry, from the Open Molecules 2025 dataset.

Geometry (Å):
C -0.506 -2.640 7.104
C -0.664 -2.713 5.524
C 0.473 -1.988 4.747
C 1.874 -2.495 4.757
C 2.196 -3.806 5.550
C 2.643 -4.886 4.476
O 2.192 -4.970 3.377
Cl 3.931 -6.079 4.975
C 2.951 -1.783 4.019
C 4.411 -2.315 4.062
O 4.915 -2.751 2.780
O 6.219 -2.277 2.656
C 2.645 -0.559 3.225
B 3.808 0.206 2.391
N 4.433 1.426 2.970
O 4.231 -0.208 1.119
C 1.251 -0.088 3.215
C 0.159 -0.771 3.963
C -1.293 -0.192 3.857
O -2.043 -0.074 4.803
C -1.681 0.276 2.416
C -3.004 0.028 1.829
N -3.980 -0.661 2.628
C -4.834 0.126 3.193
C -4.561 1.565 3.720
C -6.285 -0.466 3.410
C -3.280 0.467 0.424
N -4.596 0.161 -0.097
C -4.571 -0.793 -1.187
C -5.752 -0.842 -2.218
O -3.624 -1.560 -1.225
C -5.392 1.358 -0.390
C -6.492 1.735 0.671
O -5.302 2.043 -1.381
C -2.192 1.124 -0.310
C -2.377 1.586 -1.762
C -2.528 3.018 -2.162
C -2.658 3.273 -3.595
N -2.701 2.409 -4.647
C -2.565 1.088 -4.316
C -2.387 0.677 -2.925
C -0.854 1.390 0.302
N 0.222 2.040 -0.432
C 0.176 3.280 -0.377
S -0.028 4.870 -0.655
C -0.585 0.964 1.673
C 0.795 1.153 2.387
O 1.419 2.192 2.318
H -1.014 -3.557 7.510
H 0.571 -2.596 7.401
H -1.000 -1.701 7.463
H -0.614 -3.797 5.213
H -1.690 -2.369 5.263
H 3.014 -3.682 6.297
H 1.297 -4.251 6.045
H 5.063 -1.487 4.439
H 4.551 -3.178 4.775
H 6.204 -1.327 2.426
H 3.732 2.170 3.059
H 4.862 1.240 3.876
H 4.507 0.616 0.676
H -3.889 2.181 3.073
H -5.540 2.126 3.769
H -4.174 1.571 4.777
H -6.177 -1.385 4.050
H -6.640 -0.766 2.398
H -6.936 0.308 3.886
H -5.665 0.031 -2.905
H -6.694 -0.749 -1.603
H -5.750 -1.835 -2.717
H -7.091 2.591 0.286
H -7.183 0.854 0.786
H -6.051 1.982 1.665
H -2.520 3.826 -1.394
H -2.734 4.357 -3.872
H -2.592 0.344 -5.148
H -2.246 -0.414 -2.725
O 0.939 -0.452 -4.706
P 2.438 -0.208 -4.912
N 2.676 0.468 -3.357
C 3.363 1.678 -2.976
C 2.806 -0.528 -2.300
N 2.185 0.952 -6.180
C 1.721 2.302 -5.876
C 1.364 0.419 -7.272
N 4.202 -0.134 -5.245
C 4.880 0.986 -5.873
C 4.649 -1.375 -5.900
H 4.457 1.557 -2.961
H 3.055 1.987 -1.972
H 3.113 2.523 -3.613
H 3.826 -0.937 -2.260
H 2.116 -1.361 -2.464
H 2.556 -0.108 -1.323
H 0.890 2.310 -5.163
H 1.396 2.821 -6.781
H 2.536 2.917 -5.490
H 0.296 0.437 -7.032
H 1.640 -0.617 -7.492
H 1.525 0.994 -8.188
H 4.635 1.092 -6.935
H 5.962 0.842 -5.795
H 4.674 1.930 -5.373
H 4.295 -1.431 -6.938
H 4.257 -2.247 -5.363
H 5.738 -1.460 -5.894

Orbital gap in eV: 6.703
HOMO in eV: -7.839
Spin multiplicity: 1
F_max in eV/Å: 7.61

Here are the Löwdin charges for atoms 1 to 4, given in e: -0.088, -0.193, -0.060, -0.069

Entry 5:
The following is a quantum chemistry calculation of a structure of composition C38H47N5O2SSeSiTa in a non-equilibrium geometry, from the Open Molecules 2025 dataset.

Geometry (Å):
Ta -0.560 0.611 -0.899
C -2.397 -0.452 1.853
N -2.401 -0.944 0.473
C -1.885 -2.311 0.418
C -0.459 -2.394 0.892
C 0.048 -3.587 1.379
C 1.350 -3.624 1.856
C 2.097 -2.457 1.846
C 1.526 -1.313 1.318
N 0.281 -1.282 0.837
C -3.781 -0.881 -0.014
C -3.908 -0.775 -1.498
C -4.942 -1.428 -2.154
C -5.143 -1.191 -3.504
C -4.279 -0.324 -4.154
C -3.247 0.247 -3.432
N -3.067 0.047 -2.124
C -2.648 1.021 1.857
C -3.451 1.627 2.810
C -3.565 3.009 2.820
C -2.853 3.741 1.880
C -2.109 3.058 0.939
N -2.019 1.721 0.908
H -3.141 -0.971 2.467
H -1.416 -0.628 2.293
H -2.501 -2.986 1.025
H -1.943 -2.650 -0.620
H -0.574 -4.473 1.400
H 1.765 -4.545 2.245
H 3.106 -2.432 2.232
H 2.072 -0.379 1.283
H -4.365 -1.729 0.355
H -4.233 0.028 0.391
H -5.597 -2.092 -1.605
H -5.954 -1.672 -4.034
H -4.398 -0.092 -5.203
H -2.531 0.889 -3.927
H -3.970 1.019 3.539
H -4.192 3.506 3.548
H -2.887 4.821 1.862
H -1.555 3.596 0.181
N 2.532 2.363 -3.662
C 1.543 2.171 -2.805
O 1.551 1.208 -2.011
C 0.411 3.158 -2.752
C -0.875 2.459 -2.306
H 3.309 1.719 -3.698
H 2.530 3.122 -4.324
H 0.285 3.628 -3.729
H 0.702 3.950 -2.055
H -1.402 2.144 -3.206
H -1.528 3.179 -1.809
C -2.163 -3.408 -4.213
Si -0.405 -3.670 -3.644
C -0.173 -4.798 -2.172
C 1.020 -3.428 -4.813
Se -0.245 -1.224 -2.361
H -2.501 -4.236 -4.842
H -2.242 -2.491 -4.798
H -2.845 -3.335 -3.365
H 0.083 -5.804 -2.518
H -1.080 -4.884 -1.573
H 0.641 -4.457 -1.531
H 1.177 -4.312 -5.436
H 1.942 -3.244 -4.260
H 0.842 -2.580 -5.475
O 0.858 1.503 0.593
S 1.237 2.961 0.918
C 1.540 3.013 2.743
C 1.441 1.686 3.432
C 0.193 1.139 3.717
C 0.091 -0.042 4.434
C 1.237 -0.688 4.879
C 2.484 -0.156 4.588
C 2.585 1.023 3.865
C 2.959 3.208 0.313
C 3.972 2.218 0.794
C 4.015 0.935 0.250
C 4.969 0.027 0.682
C 5.896 0.396 1.648
C 5.866 1.674 2.186
C 4.908 2.582 1.759
H 0.789 3.709 3.118
H 2.528 3.452 2.875
H -0.701 1.675 3.419
H -0.883 -0.445 4.684
H 1.156 -1.590 5.472
H 3.381 -0.643 4.948
H 3.561 1.445 3.666
H 3.193 4.225 0.634
H 2.863 3.193 -0.772
H 3.316 0.653 -0.528
H 4.997 -0.965 0.248
H 6.659 -0.304 1.961
H 6.591 1.968 2.933
H 4.914 3.591 2.157

Orbital gap in eV: 7.039
HOMO in eV: -15.872
Total charge: +3
Energy above the lowest of the compared OMol25 structures with the same formula, charge and spin in kJ/mol: 230.2
Spin multiplicity: 1
F_max in eV/Å: 1.74

Here are the Löwdin charges for atoms 1 to 4, given in e: 1.593, -0.126, -0.198, -0.155